Entry 1:
Molecular formula: C5H6N2O
Method: DFT, ωB97M-V/def2-TZVPD

Output
2S+1 ... 1
DFT total energy ... -10306.3302 eV
HOMO energy ... -0.33787 Ha
Charge ... 0

Geometry (Å):
C 1.9498 0.7075 0.3660
C 1.2077 -0.5792 -0.1986
C -1.0380 0.6446 -0.4785
C -2.3480 0.3712 -0.1895
C -1.1651 -1.4234 0.1590
H 3.1407 0.3498 0.6872
H 1.8916 1.5995 -0.1182
H 1.3775 1.0544 1.1646
H -0.3628 1.7554 -1.0517
H -3.1447 0.9290 -0.4083
H -0.5887 -2.5377 0.5303
N -0.2508 -0.4115 -0.1847
N -2.3598 -0.9319 0.2633
O 1.6906 -1.5277 -0.5408

---

Entry 2:
Molecular formula: C6H12O
Method: DFT, ωB97M-V/def2-TZVPD

Output
2S+1 ... 1
DFT total energy ... -8461.5959 eV
HOMO energy ... -0.33972 Ha
Charge ... 0

Geometry (Å):
C -1.4652 0.3796 1.2626
O -0.4721 1.3052 0.9025
C 0.1659 -1.8021 -0.7035
C 0.8827 -0.6513 -1.3770
C 2.0573 -0.9644 -0.3980
C 1.1667 -2.0633 0.1414
C -1.0125 2.3933 0.2007
H -0.9759 -0.4340 1.8017
H -1.9652 -0.0383 0.3733
H -2.2312 0.8420 1.9060
H -0.8197 -2.2363 -0.8547
H 1.1123 -0.7825 -2.4404
H 0.4305 0.3324 -1.2155
H 2.2882 -0.1540 0.3015
H 2.9817 -1.3000 -0.8821
H 1.3077 -2.7906 0.9372
H -0.1852 3.0535 -0.0707
H -1.5268 2.0662 -0.7182
H -1.7331 2.9543 0.8174

---

Entry 3:
Molecular formula: C19H20CoN9S3
Method: DFT, ωB97M-V/def2-TZVPD

Output
2S+1 ... 1
DFT total energy ... -103560.0058 eV
HOMO energy ... -0.50689 Ha
Charge ... +2

Geometry (Å):
Co -0.2902 -0.2364 -0.3883
N -2.2485 -0.2948 3.3954
C -1.6499 -0.0420 2.2357
S -0.5848 -1.2332 1.5730
N -1.8623 1.1307 1.6684
N -1.2445 1.2164 0.4776
C -1.2423 2.3505 -0.1298
C -0.6328 2.3679 -1.4530
C -0.5235 3.4989 -2.2443
C 0.0831 3.3857 -3.4877
C 0.5520 2.1477 -3.9034
C 0.4035 1.0618 -3.0587
N -0.1697 1.1678 -1.8561
H -2.0698 -1.1491 3.8938
H -2.8269 0.4105 3.8241
H -1.6931 3.2275 0.3194
H -0.8978 4.4476 -1.8829
H 0.1889 4.2556 -4.1222
H 1.0279 2.0199 -4.8653
H 0.7337 0.0723 -3.3509
N -3.5732 0.6656 -1.4228
C -3.2050 -0.6051 -1.2025
N -1.9589 -1.0284 -1.0376
C -1.9267 -2.4221 -0.9235
C -3.1162 -3.0311 -0.9395
S -4.3717 -1.8641 -1.1453
C -0.5834 -2.9700 -0.8946
C -0.1604 -4.2402 -0.8743
S 1.5594 -4.2953 -1.0005
C 1.6096 -2.5851 -1.0933
N 0.4286 -2.0060 -0.9799
N 2.7778 -1.9332 -1.2977
H -2.8784 1.3588 -1.6206
H -4.5382 0.9030 -1.5710
H -3.3400 -4.0826 -0.8674
H -0.7467 -5.1418 -0.8081
H 3.6168 -2.4594 -1.4754
H 2.7633 -0.9913 -1.6364
N 1.4204 0.6311 0.2664
C 1.9414 0.4984 1.6239
C 2.9788 -0.3755 1.8811
C 3.4822 -0.4712 3.1724
C 2.9487 0.3071 4.1881
C 1.9079 1.1847 3.9129
C 1.3986 1.2816 2.6279
H 2.1403 0.3602 -0.3908
H 1.2274 1.6135 0.0955
H 3.4045 -0.9747 1.0855
H 4.3030 -1.1447 3.3789
H 3.3503 0.2366 5.1898
H 1.4981 1.8052 4.6987
H 0.5890 1.9708 2.4150

---

Entry 4:
Molecular formula: C3HClFNO
Method: DFT, ωB97M-V/def2-TZVPD

Output
2S+1 ... 1
DFT total energy ... -21902.1856 eV
HOMO energy ... -0.33372 Ha
Charge ... 0

Geometry (Å):
C -0.8462 -0.5376 -0.1216
C -0.6253 0.8280 -0.0743
C 1.1304 -0.1607 0.0780
H -1.3620 1.7030 0.2091
N 0.6490 0.9577 -0.0368
O 0.3578 -1.1389 0.1198
F -2.0219 -1.0654 -0.0875
Cl 2.7180 -0.5861 -0.0867

---

Entry 5:
Molecular formula: C9H16N5Si
Method: DFT, ωB97M-V/def2-TZVPD

Output
2S+1 ... 1
DFT total energy ... -24914.4354 eV
HOMO energy ... -0.45113 Ha
Charge ... +1

Geometry (Å):
C 3.4934 1.7539 0.6529
C 1.5259 1.2516 -0.2060
C 2.3686 0.1772 -0.0146
C 0.5045 -1.1627 -0.5200
C 0.1861 1.1560 -0.6015
C 2.7370 -2.2681 -0.3349
C -1.4804 -0.1974 1.8926
C -2.5896 -1.8388 -0.7561
C -3.3560 1.2521 -0.4891
N 3.5872 0.4512 0.5038
N -0.3011 -0.1446 -0.6167
N 2.2824 2.3104 0.2229
N 1.8274 -1.0496 -0.2539
N -0.6943 2.0562 -0.7036
Si -2.1208 -0.1357 -0.0389
H 4.2380 2.3076 1.2266
H 0.1317 -2.2045 -0.6507
H 2.2009 -3.1681 -0.1370
H 3.0078 -2.4813 -1.4061
H 3.6866 -2.0747 0.3478
H -0.5469 0.2460 1.9239
H -2.0761 0.4634 2.5245
H -1.2709 -1.2079 2.3226
H -3.4000 -2.4519 -0.2079
H -3.1538 -1.6300 -1.6640
H -1.7740 -2.5685 -0.9355
H -4.4272 1.1331 -0.1824
H -3.2238 2.1696 0.1867
H -3.1780 1.4046 -1.5854
H 2.2339 3.3418 0.1076
H -0.4186 3.1092 -0.6076

---

Entry 6:
Molecular formula: C3H3NO2
Method: DFT, ωB97M-V/def2-TZVPD

Output
2S+1 ... 1
DFT total energy ... -8740.4902 eV
HOMO energy ... -0.35655 Ha
Charge ... 0

Geometry (Å):
O -0.6511 1.4600 0.2929
C 0.0096 0.2744 0.1198
C -0.9693 -0.9090 0.2317
O -0.6241 -2.0489 0.0834
C 1.1848 -0.0424 -0.6104
N 2.0668 -0.6673 -1.0542
H -0.2368 2.1728 -0.2019
H 1.2570 0.3960 0.7346
H -2.0369 -0.6356 0.4042

---

For each record above, in turn, the calculated HOMO-LUMO gap values are 9.876; 10.332; 7.136; 9.791; 8.923; 9.382 eV.
For each record above, in turn, the calculated E_LUMO values are 0.68; 1.09; -6.66; 0.71; -3.35; -0.32 eV.